(1)
Computed, not measured: C4H9NO in the gas phase, with ωB97M-V with the def2-TZVPD basis set.

Values from the calculation:
Spin multiplicity: 1
SMILES string: C/C=C(\N)OC
Total charge: 0
HOMO-LUMO gap (eV): 8.8
Relative energy (zero: lowest compared OMol25 entry of this formula, charge and spin) (kJ/mol): 160.8
Total energy (hartree): -287.77121

```
15
Properties=species:S:1:pos:R:3:forces:R:3
O 0.351 1.586 -0.258 0.0634 -0.1051 -0.0096
N 1.798 -0.075 0.270 0.1404 0.1247 -0.1236
C -0.882 2.170 0.135 -0.2562 0.1211 0.0205
C -0.466 -0.681 -0.304 0.0579 0.1342 -0.0067
C -0.258 -2.141 -0.011 0.0426 -0.1113 0.0176
C 0.495 0.233 -0.119 -0.1957 -0.2200 0.0348
H 2.201 -0.873 -0.205 -0.0809 0.1215 0.1034
H -1.214 -2.631 0.198 0.1565 0.0678 -0.0291
H -0.814 2.514 1.175 0.0028 -0.0708 -0.1588
H -1.059 3.027 -0.520 0.0445 -0.1173 0.1153
H -1.721 1.475 0.048 0.1813 0.1627 -0.0069
H 2.410 0.733 0.253 -0.1652 -0.1962 -0.0135
H 0.206 -2.694 -0.842 -0.0663 0.0998 0.0982
H -1.429 -0.368 -0.690 0.1521 -0.0185 0.0858
H 0.382 -2.275 0.869 -0.0770 0.0074 -0.1275
```
Forces are in eV/Å.

Need the Löwdin charges? In units of e they are: -0.095 0.124 -0.074 -0.131 -0.123 -0.441 0.093 0.066 0.094 0.091 0.072 0.096 0.069 0.090 0.070

(2)
Computed, not measured: a 2-piece molecular cluster, C4H9NO overall, with ωB97M-V with the def2-TZVPD basis set.

Values from the calculation:
Spin multiplicity: 1
SMILES string: C=NC.CC=O
Total charge: 0
HOMO-LUMO gap (eV): 10.5
Relative energy (zero: lowest compared OMol25 entry of this formula, charge and spin) (kJ/mol): 202.2
Total energy (hartree): -287.75543

```
15
Properties=species:S:1:pos:R:3:forces:R:3
O 1.409 -1.512 -0.938 0.0913 0.4648 0.0349
N -1.007 0.269 0.042 -0.3326 0.3195 -0.0089
C 2.256 0.326 0.361 0.0140 -0.1048 0.0645
C 1.552 -0.319 -0.803 0.0399 -0.2119 -0.0132
C -1.558 -1.057 0.231 -0.0683 -0.1480 0.0385
C -1.797 1.252 -0.006 0.1509 -0.1293 0.0172
H 1.178 0.388 -1.571 0.0578 -0.1360 0.0319
H 2.634 -0.439 1.043 -0.0430 0.1118 -0.0782
H 3.084 0.949 0.001 -0.1210 -0.0918 0.0134
H -2.635 -1.055 0.458 0.1525 0.0326 -0.0544
H -1.015 -1.557 1.039 -0.0769 0.0721 -0.1042
H 1.550 0.979 0.886 0.0893 -0.0844 -0.1116
H -2.887 1.165 0.108 0.1144 -0.0521 -0.0071
H -1.374 -1.641 -0.677 -0.0065 0.0707 0.1347
H -1.390 2.251 -0.173 -0.0617 -0.1130 0.0426
```
Forces are in eV/Å.

Need the Löwdin charges? In units of e they are: 0.011 -0.093 -0.065 -0.363 -0.136 -0.057 0.108 0.079 0.076 0.072 0.081 0.067 0.073 0.080 0.066

(3)
Computed, not measured: C4H9NO in the gas phase, with ωB97M-V with the def2-TZVPD basis set.

Values from the calculation:
Spin multiplicity: 1
SMILES string: C=C[C@H](O)CN
Total charge: 0
HOMO-LUMO gap (eV): 10.3
Relative energy (zero: lowest compared OMol25 entry of this formula, charge and spin) (kJ/mol): 261.5
Total energy (hartree): -287.73286

```
15
Properties=species:S:1:pos:R:3:forces:R:3
O -0.851 2.016 -0.104 -3.9614 0.3366 0.2646
N -0.310 -1.598 0.823 1.1826 -0.7258 -0.3869
C -0.563 -0.230 1.203 -1.1445 1.9504 0.2281
C 0.955 0.579 -0.566 -1.1822 0.4081 -1.0675
C -0.416 0.669 -0.101 -1.8781 -1.6649 1.5946
C 1.146 -0.082 -1.682 2.5554 -1.1230 -1.5844
H 2.160 -0.204 -2.146 -0.8565 0.2897 0.5796
H 0.397 -0.661 -2.235 -0.0981 0.5026 0.5544
H -1.935 2.061 -0.202 4.3700 -0.3875 0.4963
H -0.290 -2.206 1.637 -0.3418 0.1423 0.0016
H 1.604 1.199 -0.010 1.2979 0.2755 0.2145
H -1.073 0.058 -0.694 -0.1937 -0.0138 -1.1234
H 0.100 0.083 1.984 0.5522 0.5776 0.5920
H -1.604 -0.044 1.601 0.8400 -0.5956 -0.4563
H 0.680 -1.640 0.491 -1.1416 0.0279 0.0928
```
Forces are in eV/Å.

Need the Löwdin charges? In units of e they are: -0.068 -0.014 -0.252 -0.162 -0.453 0.019 0.073 0.076 0.187 0.067 0.111 0.117 0.093 0.126 0.078

(4)
Computed, not measured: C4H9NO in the gas phase, with ωB97M-V with the def2-TZVPD basis set.

Values from the calculation:
Spin multiplicity: 1
SMILES string: CCN(C)C=O
Total charge: 0
HOMO-LUMO gap (eV): 10.2
Relative energy (zero: lowest compared OMol25 entry of this formula, charge and spin) (kJ/mol): 63.1
Total energy (hartree): -287.80844

```
15
Properties=species:S:1:pos:R:3:forces:R:3
O -0.421 2.224 0.811 -0.1676 -0.2719 -0.0348
N -0.636 0.110 -0.019 -0.0157 0.2090 0.1340
C 0.593 0.220 -0.795 0.0616 -0.0009 -0.1292
C -1.020 1.166 0.742 0.0557 0.0040 -0.0583
C -1.361 -1.140 -0.024 -0.0780 -0.1039 0.0184
C 1.845 0.078 0.066 0.0338 0.0104 0.0491
H 0.561 -0.552 -1.571 -0.0040 0.1069 0.1083
H 1.833 -0.861 0.630 -0.0026 0.1120 -0.0949
H -2.228 -1.063 0.638 0.1347 -0.0060 -0.0884
H -0.732 -1.968 0.328 -0.0825 0.1240 -0.0420
H -1.955 0.972 1.304 0.1194 0.0352 -0.0679
H -1.719 -1.382 -1.032 0.0596 0.0353 0.1429
H 0.593 1.196 -1.291 0.0160 -0.1154 0.0655
H 1.901 0.911 0.772 0.0077 -0.1419 -0.0832
H 2.745 0.090 -0.558 -0.1380 0.0033 0.0805
```
Forces are in eV/Å.

Need the Löwdin charges? In units of e they are: 0.013 -0.168 -0.218 -0.338 -0.061 -0.078 0.116 0.073 0.083 0.090 0.133 0.089 0.120 0.072 0.074

Please write out number 1 again, unchanged.
Computed, not measured: C4H9NO in the gas phase, with ωB97M-V with the def2-TZVPD basis set.

Values from the calculation:
Spin multiplicity: 1
SMILES string: C/C=C(\N)OC
Total charge: 0
HOMO-LUMO gap (eV): 8.8
Relative energy (zero: lowest compared OMol25 entry of this formula, charge and spin) (kJ/mol): 160.8
Total energy (hartree): -287.77121

```
15
Properties=species:S:1:pos:R:3:forces:R:3
O 0.351 1.586 -0.258 0.0634 -0.1051 -0.0096
N 1.798 -0.075 0.270 0.1404 0.1247 -0.1236
C -0.882 2.170 0.135 -0.2562 0.1211 0.0205
C -0.466 -0.681 -0.304 0.0579 0.1342 -0.0067
C -0.258 -2.141 -0.011 0.0426 -0.1113 0.0176
C 0.495 0.233 -0.119 -0.1957 -0.2200 0.0348
H 2.201 -0.873 -0.205 -0.0809 0.1215 0.1034
H -1.214 -2.631 0.198 0.1565 0.0678 -0.0291
H -0.814 2.514 1.175 0.0028 -0.0708 -0.1588
H -1.059 3.027 -0.520 0.0445 -0.1173 0.1153
H -1.721 1.475 0.048 0.1813 0.1627 -0.0069
H 2.410 0.733 0.253 -0.1652 -0.1962 -0.0135
H 0.206 -2.694 -0.842 -0.0663 0.0998 0.0982
H -1.429 -0.368 -0.690 0.1521 -0.0185 0.0858
H 0.382 -2.275 0.869 -0.0770 0.0074 -0.1275
```
Forces are in eV/Å.

Need the Löwdin charges? In units of e they are: -0.095 0.124 -0.074 -0.131 -0.123 -0.441 0.093 0.066 0.094 0.091 0.072 0.096 0.069 0.090 0.070

- Which value of spin multiplicity does entry 2 give?
  1

- Look up the total energy of the second one.
  -287.75543 hartree

- Look up the total energy of the fourth one.
  -287.80844 hartree